1.
The following is a quantum chemistry calculation of a structure of composition C25H46GeN4OPdSi3, from the OMol25 dataset.

Energy in Ha: -4347.88390
ΔE to the lowest compared entry with this formula, charge and spin in eV: 0.1584
<S²>: 0.784
Multiplicity: 2
LUMO level (alpha / beta) in eV: 2.7 / 2.7
Kohn-Sham gap (alpha / beta) in Eh: 0.21669 / 0.22420
Charge: -1

XYZ file:
```
81
C25H46GeN4OPdSi3 (ωB97M-V/def2-TZVPD)
Pd 0.143 -1.087 0.053
O 1.020 -4.524 -2.548
C 0.990 -3.514 -1.820
N -0.050 -2.833 -1.391
C -1.337 -3.345 -1.751
C -2.405 -2.871 -0.796
C -3.633 -3.532 -0.726
C -4.588 -3.102 0.174
C -4.305 -2.014 0.994
C -3.073 -1.408 0.851
N -2.154 -1.819 -0.022
C 2.325 -2.949 -1.337
C 3.508 -3.524 -1.787
C 4.710 -2.995 -1.355
C 4.703 -1.904 -0.493
C 3.480 -1.391 -0.096
N 2.324 -1.907 -0.500
H -1.354 -4.444 -1.770
H -1.637 -3.034 -2.767
H -3.810 -4.386 -1.367
H -5.541 -3.612 0.246
H -5.014 -1.644 1.721
H -2.791 -0.554 1.459
H 3.437 -4.363 -2.463
H 5.647 -3.423 -1.691
H 5.617 -1.449 -0.139
H 3.408 -0.527 0.554
C -0.644 -3.124 2.584
Si 0.247 -1.459 2.324
C 2.020 -1.795 2.912
C -0.462 -0.298 3.649
Ge -0.099 1.315 0.128
Si 0.882 2.819 1.724
C 2.589 2.136 2.121
C 0.045 3.304 3.357
C 1.111 4.446 0.790
Si -2.274 2.189 -0.508
C -3.089 2.850 1.068
C -2.150 3.675 -1.673
C -3.516 1.018 -1.322
H -0.508 -3.446 3.622
H -0.234 -3.895 1.930
H -1.714 -3.065 2.390
H 1.998 -2.050 3.977
H 2.671 -0.931 2.790
H 2.472 -2.629 2.375
H -0.730 -0.856 4.551
H -1.341 0.258 3.322
H 0.297 0.431 3.929
H 2.529 1.286 2.801
H 3.229 2.896 2.574
H 3.036 1.803 1.183
H 0.048 2.503 4.092
H -0.989 3.618 3.226
H 0.590 4.150 3.782
H 1.586 4.241 -0.169
H 1.735 5.139 1.359
H 0.156 4.938 0.595
H -2.399 3.450 1.657
H -3.441 2.036 1.703
H -3.949 3.477 0.818
H -1.318 4.337 -1.438
H -3.082 4.241 -1.584
H -2.046 3.364 -2.711
H -4.028 0.391 -0.594
H -3.037 0.358 -2.046
H -4.272 1.606 -1.850
C 2.651 0.707 -2.895
C 1.281 1.252 -2.459
C 1.126 2.657 -3.064
C 0.187 0.354 -3.050
N 1.276 1.329 -1.019
H 2.735 0.645 -3.984
H 2.803 -0.287 -2.479
H 3.441 1.358 -2.516
H 1.263 2.642 -4.149
H 1.860 3.337 -2.629
H 0.134 3.049 -2.852
H 0.112 0.470 -4.136
H -0.786 0.611 -2.612
H 0.378 -0.696 -2.827
```

***

2.
The following is a quantum chemistry calculation of the ion C25H46IN2O5P2SSi with charge +1 in a non-equilibrium geometry, from the OMol25 dataset.

Energy in Ha: -3133.85469
Multiplicity: 1
LUMO level in eV: -2.2
SMILES string: CCSC[C@@]1(CCO[Si](C)(C)C)O[C@@](N=C(C)C)(PP(=O)(O)O)[C@@H]([C@@H](I)CC)[N@H+]1Cc1ccc(C)cc1
Kohn-Sham gap in Eh: 0.31777
Charge: +1

XYZ file:
```
83
C25H46IN2O5P2SSi (ωB97M-V/def2-TZVPD)
C 2.519 -1.689 4.570
C 1.960 -0.628 3.626
S 1.024 -1.501 2.324
C 1.312 -0.544 0.811
C 0.116 0.006 0.070
C 0.706 0.715 -1.172
C 1.470 -0.194 -2.166
O 1.180 -1.560 -2.016
Si 2.326 -2.678 -2.518
C 2.385 -2.881 -4.384
C 4.045 -2.377 -1.831
C 1.730 -4.323 -1.834
O -0.864 -0.917 -0.321
C -2.154 -0.318 -0.424
N -2.363 0.668 -1.496
C -2.468 0.259 -2.709
C -3.345 1.047 -3.630
C -1.744 -0.904 -3.313
P -3.584 -1.541 -0.686
P -2.734 -3.574 -0.778
O -1.296 -3.625 -0.535
O -3.062 -4.164 -2.223
O -3.539 -4.510 0.256
C -2.173 0.570 0.879
C -2.866 0.006 2.119
I -2.404 -2.034 2.685
C -2.798 0.888 3.374
C -3.659 0.341 4.522
N -0.757 1.039 0.812
C -0.167 1.853 1.932
C 0.716 2.947 1.393
C 2.102 2.962 1.537
C 2.843 4.021 1.014
C 2.249 5.086 0.337
C 3.037 6.211 -0.262
C 0.853 5.082 0.222
C 0.110 4.025 0.740
H 2.971 -2.507 4.017
H 1.704 -2.131 5.141
H 3.214 -1.259 5.286
H 2.737 0.019 3.230
H 1.234 -0.054 4.200
H 1.917 0.312 1.100
H 1.929 -1.147 0.159
H -0.033 1.295 -1.720
H 1.422 1.453 -0.806
H 1.242 0.143 -3.180
H 2.541 -0.001 -2.050
H 1.385 -3.124 -4.739
H 2.824 -2.042 -4.917
H 2.995 -3.769 -4.547
H 4.641 -3.250 -2.089
H 4.510 -1.547 -2.368
H 4.078 -2.196 -0.760
H 2.252 -4.500 -0.894
H 0.680 -4.219 -1.561
H 1.873 -5.142 -2.531
H -2.811 1.220 -4.566
H -4.281 0.521 -3.788
H -3.517 2.024 -3.190
H -1.656 -1.773 -2.668
H -0.758 -0.529 -3.580
H -2.218 -1.151 -4.260
H -4.357 -1.604 0.488
H -3.944 -4.562 -2.223
H -4.237 -4.000 0.688
H -2.776 1.434 0.605
H -3.917 -0.052 1.848
H -1.772 0.893 3.732
H -3.136 1.899 3.144
H -3.079 -0.286 5.190
H -4.495 -0.244 4.147
H -4.043 1.157 5.129
H -0.814 1.772 0.096
H 0.319 1.236 2.677
H -0.977 2.371 2.435
H 2.620 2.156 2.038
H 3.919 3.990 1.122
H 3.612 5.838 -1.109
H 3.734 6.659 0.440
H 2.388 6.981 -0.664
H 0.344 5.899 -0.266
H -0.972 4.051 0.643
```

***

3.
The following is a quantum chemistry calculation of a structure of composition C25H46InO3P2S in a non-equilibrium geometry, from the OMol25 dataset.

Energy in Ha: -2476.56908
Multiplicity: 1
LUMO level (alpha / beta) in eV: -5.9 / -5.8
Kohn-Sham gap (alpha / beta) in Eh: 0.14302 / 0.14610
Charge: +1

XYZ file:
```
78
C25H46InO3P2S (ωB97M-V/def2-TZVPD)
In -0.047 -1.820 -4.348
C 0.703 -0.159 2.234
C -0.391 0.723 2.073
C -1.060 -1.365 1.398
C 0.284 -1.454 1.839
C -1.477 -0.014 1.537
C 2.052 0.190 2.722
H 2.023 1.108 3.318
H 2.735 0.350 1.873
H 2.465 -0.617 3.334
C 1.043 -2.721 1.956
H 2.109 -2.519 2.113
H 0.920 -3.340 1.058
H 0.693 -3.321 2.813
C -1.890 -2.493 0.941
H -2.060 -3.230 1.738
H -1.412 -3.031 0.114
H -2.869 -2.148 0.602
C -2.816 0.535 1.277
H -3.311 0.817 2.218
H -3.451 -0.188 0.764
H -2.757 1.434 0.653
C -0.460 2.143 2.461
H -1.251 2.331 3.199
H -0.688 2.766 1.594
H 0.486 2.471 2.903
C 1.948 2.040 -1.644
C 1.972 2.622 -0.438
C 1.222 3.846 -0.031
C -0.061 4.311 -0.778
C -1.304 3.471 -0.724
C -1.468 2.292 -1.348
C -0.479 1.441 -2.094
C 0.814 2.114 -2.638
H 1.956 4.683 -0.064
H 0.220 4.563 -1.800
H 0.969 3.749 1.025
H 0.591 3.152 -2.914
H 2.787 1.438 -1.996
H 2.762 2.311 0.258
H 1.122 1.624 -3.591
H -0.175 0.524 -1.548
H -2.496 1.877 -1.376
H -1.043 0.938 -2.904
H -0.324 5.277 -0.330
H -2.178 3.955 -0.232
P -1.070 1.307 -6.309
P -3.857 0.494 -6.582
C -1.870 1.935 -7.910
C -3.179 1.196 -8.191
H -1.155 1.788 -8.733
H -2.031 3.025 -7.813
H -3.928 1.890 -8.607
H -3.047 0.362 -8.904
C -5.401 -0.145 -7.362
H -6.106 -0.365 -6.553
H -5.162 -1.056 -7.923
H -5.827 0.612 -8.035
C -4.615 2.102 -6.027
H -5.012 2.655 -6.889
H -3.909 2.735 -5.475
H -5.443 1.841 -5.356
C 0.495 0.694 -7.079
H 1.253 0.561 -6.297
H 0.833 1.375 -7.876
H 0.298 -0.294 -7.515
C -0.590 3.013 -5.786
H -1.461 3.667 -5.928
H 0.242 3.355 -6.418
H -0.296 3.001 -4.729
C 2.952 -2.604 -0.937
S 2.611 -1.850 -2.552
O 3.494 -0.687 -2.623
O 2.781 -2.854 -3.601
O 1.155 -1.422 -2.408
H 4.013 -2.869 -0.865
H 2.313 -3.486 -0.758
H 2.817 -1.844 -0.155
```

***

4.
The following is a quantum chemistry calculation of a structure of composition C25H46O3P2PdS in a non-equilibrium geometry, from the OMol25 dataset.

Energy in Ha: -2413.92957
<S²>: 6.010
Multiplicity: 5
LUMO level (alpha / beta) in eV: -6.2 / -10.1
Kohn-Sham gap (alpha / beta) in Eh: 0.27749 / 0.13671
Charge: +2

XYZ file:
```
78
C25H46O3P2PdS (ωB97M-V/def2-TZVPD)
Pd 0.416 -0.561 -1.438
C -0.761 -1.955 0.512
C 0.634 -2.063 0.039
C 0.534 -0.571 1.820
C -0.783 -1.049 1.577
C 1.418 -1.176 0.911
C -1.902 -2.800 0.111
H -1.711 -3.393 -0.786
H -2.802 -2.192 -0.056
H -2.150 -3.499 0.924
C -1.956 -0.701 2.406
H -2.824 -1.316 2.138
H -2.198 0.359 2.248
H -1.753 -0.844 3.478
C 0.901 0.330 2.936
H 0.723 -0.145 3.911
H 0.290 1.242 2.893
H 1.962 0.605 2.886
C 2.894 -1.134 1.014
H 3.222 -1.698 1.899
H 3.257 -0.109 1.151
H 3.391 -1.572 0.145
C 1.199 -3.303 -0.543
H 1.394 -4.020 0.265
H 2.145 -3.092 -1.051
H 0.499 -3.760 -1.248
C -1.876 0.834 -6.254
C -1.927 -0.475 -6.558
C -1.027 -1.176 -7.527
C 0.380 -0.570 -7.694
C 1.062 -0.082 -6.444
C 1.080 1.206 -6.065
C 0.218 2.290 -6.664
C -1.192 1.851 -7.115
H -1.501 -1.198 -8.525
H 0.337 0.252 -8.420
H -0.944 -2.229 -7.206
H -1.147 1.455 -8.138
H -2.489 1.244 -5.435
H -2.769 -1.094 -6.221
H -1.828 2.752 -7.135
H 0.124 3.105 -5.925
H 1.820 1.563 -5.331
H 0.713 2.730 -7.549
H 1.007 -1.368 -8.126
H 1.669 -0.837 -5.928
P -1.301 0.180 -2.584
P 1.582 1.352 -1.817
C -0.645 1.586 -3.557
C 0.502 2.381 -2.891
H -1.464 2.268 -3.824
H -0.279 1.116 -4.477
H 1.156 2.870 -3.629
H 0.091 3.166 -2.239
C 2.008 2.355 -0.378
H 2.021 1.725 0.525
H 1.242 3.149 -0.257
H 3.003 2.794 -0.548
C 3.160 0.949 -2.608
H 3.562 1.822 -3.140
H 3.034 0.107 -3.301
H 3.865 0.650 -1.816
C -2.826 0.642 -1.788
H -3.108 -0.164 -1.096
H -3.602 0.788 -2.556
H -2.677 1.558 -1.199
C -1.554 -1.348 -3.519
H -0.634 -1.952 -3.531
H -1.838 -1.112 -4.542
H -2.335 -1.936 -3.023
C -0.839 3.982 2.404
S -1.396 3.327 0.822
O -2.814 3.647 0.699
O -0.514 3.987 -0.159
O -1.142 1.863 0.893
H -0.935 5.074 2.378
H 0.214 3.721 2.539
H -1.459 3.561 3.200
```

***

5.
The following is a quantum chemistry calculation of a structure of composition C25H46P2Rh in a non-equilibrium geometry, from the OMol25 dataset.

Energy in Ha: -1772.96160
ΔE to the lowest compared entry with this formula, charge and spin in eV: 0.0000
<S²>: 6.019
Multiplicity: 5
LUMO level (alpha / beta) in eV: -2.5 / -7.0
Kohn-Sham gap (alpha / beta) in Eh: 0.13446 / 0.09476
Charge: +1

XYZ file:
```
74
C25H46P2Rh (ωB97M-V/def2-TZVPD)
Rh -2.599 0.456 -0.328
C -4.711 0.806 -0.957
C -4.249 -0.536 -1.179
C -4.168 -0.094 1.100
C -4.671 1.061 0.446
C -3.938 -1.102 0.108
C -5.216 1.729 -2.021
H -4.761 1.487 -2.989
H -4.973 2.765 -1.769
H -6.307 1.641 -2.133
C -5.151 2.276 1.175
H -5.315 3.121 0.508
H -4.404 2.573 1.924
H -6.090 2.070 1.714
C -4.086 -0.279 2.583
H -5.078 -0.487 3.007
H -3.707 0.632 3.054
H -3.432 -1.116 2.841
C -3.611 -2.535 0.399
H -4.525 -3.122 0.529
H -3.034 -2.625 1.319
H -3.048 -2.990 -0.412
C -4.269 -1.276 -2.475
H -5.202 -1.842 -2.588
H -3.440 -1.983 -2.532
H -4.194 -0.588 -3.318
C -1.154 2.138 -0.873
C -1.903 1.791 -2.010
C -1.425 0.875 -3.104
C -0.666 -0.371 -2.592
C -1.145 -0.898 -1.259
C -0.663 -0.473 0.001
C 0.489 0.495 0.148
C 0.306 1.770 -0.687
H -0.797 1.414 -3.834
H 0.414 -0.176 -2.568
H -2.315 0.550 -3.660
H 0.798 1.666 -1.668
H -1.526 3.019 -0.346
H -2.668 2.527 -2.260
H 0.826 2.602 -0.187
H 0.572 0.774 1.206
H -0.786 -1.161 0.845
H 1.438 -0.005 -0.114
H -0.803 -1.171 -3.333
H -1.513 -1.931 -1.289
P 4.795 -0.145 0.632
P 5.513 -2.474 2.534
C 6.613 -0.612 0.718
C 6.931 -1.362 2.015
H 7.200 0.316 0.659
H 6.847 -1.231 -0.164
H 7.829 -1.985 1.897
H 7.103 -0.653 2.842
C 6.204 -2.987 4.169
H 5.594 -3.815 4.555
H 6.135 -2.145 4.870
H 7.250 -3.308 4.071
C 6.018 -3.976 1.586
H 7.077 -4.203 1.757
H 5.835 -3.825 0.517
H 5.401 -4.816 1.929
C 4.990 1.688 0.726
H 4.020 2.155 0.516
H 5.738 2.034 0.002
H 5.300 1.965 1.740
C 4.561 -0.302 -1.193
H 4.556 -1.365 -1.464
H 5.364 0.216 -1.732
H 3.588 0.131 -1.460
C -3.460 4.163 -0.587
H -4.473 4.558 -0.707
H -3.123 3.957 0.438
H -2.707 4.544 -1.287
```

***

6.
The following is a quantum chemistry calculation of a structure of composition C25H47As3F6IrNO4S2SbSe in a non-equilibrium geometry, from the OMol25 dataset.

Energy in Ha: -12184.85383
ΔE to the lowest compared entry with this formula, charge and spin in eV: 0.0000
<S²>: 6.027
Multiplicity: 5
LUMO level (alpha / beta) in eV: -2.2 / -5.3
Kohn-Sham gap (alpha / beta) in Eh: 0.27266 / 0.19015
Charge: +1

XYZ file:
```
91
C25H47As3F6IrNO4S2SbSe (ωB97M-V/def2-TZVPD)
Ir 0.209 -19.996 11.132
F 0.761 -18.585 14.904
C -0.518 -19.049 14.920
F -0.872 -19.462 16.192
F -1.307 -18.044 14.524
S -0.859 -20.438 13.610
O -0.988 -19.348 12.427
O 0.479 -21.071 13.462
N -2.009 -21.419 13.660
S -3.653 -21.081 13.530
O -3.998 -19.690 13.261
O -4.332 -22.045 12.702
C -4.011 -21.447 15.494
F -3.184 -22.402 15.811
F -5.254 -21.837 15.769
F -3.773 -20.329 16.215
C 0.548 -19.431 7.400
As -0.603 -19.686 8.976
C -2.020 -18.292 8.966
C -1.819 -21.087 8.414
C -1.461 -22.544 8.468
C -2.784 -23.313 8.440
C -0.769 -22.932 9.787
As 0.886 -22.041 10.494
C 2.240 -22.466 9.142
C 1.524 -23.489 11.765
C -0.598 -23.012 7.267
As -1.425 -22.814 5.429
C -1.509 -24.773 4.841
C 0.337 -22.320 4.534
H 1.309 -20.185 7.416
H 0.950 -18.415 7.464
H -0.127 -19.391 6.532
H -2.471 -18.270 7.964
H -1.469 -17.397 9.177
H -2.677 -18.527 9.754
H -2.157 -20.781 7.446
H -2.617 -20.900 9.145
H -3.419 -23.155 9.345
H -2.584 -24.368 8.291
H -3.384 -23.023 7.574
H -0.482 -23.980 9.707
H -1.445 -22.831 10.679
H 2.067 -23.440 8.679
H 3.147 -22.577 9.760
H 2.338 -21.757 8.341
H 1.167 -23.128 12.768
H 2.590 -23.501 11.550
H 1.014 -24.384 11.435
H -0.432 -24.073 7.372
H 0.405 -22.483 7.140
H -2.463 -25.155 5.205
H -0.663 -25.273 5.270
H -1.461 -24.694 3.758
H 0.753 -21.386 4.931
H 0.152 -22.264 3.438
H 1.002 -23.180 4.705
Se -1.245 -14.167 10.768
C -2.001 -13.751 12.457
C -1.134 -13.037 13.277
C -1.533 -12.614 14.521
C -2.771 -13.009 15.051
C -3.610 -13.846 14.287
C -3.242 -14.211 13.028
H -0.159 -12.748 12.837
H -0.798 -12.062 15.069
H -3.185 -12.701 16.023
H -4.540 -14.289 14.686
H -3.909 -14.868 12.432
C 5.218 -19.934 9.293
C 3.879 -19.302 8.922
Sb 2.556 -18.740 10.662
C 1.992 -16.843 9.656
C 2.627 -15.572 10.200
C 3.790 -17.867 12.273
C 3.867 -18.972 13.355
H 5.769 -20.162 8.389
H 5.137 -20.892 9.831
H 5.799 -19.199 9.869
H 3.344 -19.977 8.228
H 4.057 -18.374 8.350
H 0.863 -16.847 9.785
H 2.300 -16.936 8.623
H 2.175 -15.307 11.150
H 2.646 -14.741 9.479
H 3.659 -15.653 10.485
H 3.179 -17.039 12.676
H 4.727 -17.542 11.807
H 2.865 -19.082 13.854
H 4.608 -18.760 14.124
H 4.118 -19.963 12.911
```